(1)
Computed, not measured: a structure of composition C37H39CoF2GeN5O5S3, with wB97M-V/def2-TZVPD.

XYZ file:
```
93
Properties=species:S:1:pos:R:3:forces:R:3:mulliken_spin:R:1
Co -0.4912 0.9268 2.0777 0.184 0.232 -0.037 0.95
C 3.5325 1.9220 0.6993 -0.009 -0.006 -0.012 0.00
C 2.0532 1.9684 0.9550 -0.067 -0.008 0.004 0.00
N 1.4930 1.1879 1.8341 -0.045 0.171 -0.033 0.00
N 2.3676 0.5961 2.7522 -0.068 -0.014 -0.081 0.03
C 1.7568 0.2469 3.8158 -0.080 -0.001 0.036 -0.01
S 0.0232 0.3877 4.0679 0.185 -0.260 -0.028 0.08
S 2.5781 -0.4609 5.1865 0.004 -0.048 0.003 0.00
C 4.3244 -0.1416 4.8205 0.018 0.068 0.074 0.00
C 5.0640 -1.1944 4.0391 -0.017 -0.018 0.021 0.00
C 5.7791 -0.8481 2.8998 0.038 0.020 0.058 0.00
C 6.5609 -1.7863 2.2394 -0.003 -0.018 0.009 0.00
C 6.6342 -3.0866 2.7154 -0.039 -0.009 -0.040 0.00
C 5.9087 -3.4470 3.8444 -0.024 0.011 -0.011 0.00
C 5.1286 -2.5071 4.4993 -0.027 -0.014 -0.022 0.00
C 1.2583 2.9502 0.2334 0.001 -0.084 -0.058 0.01
C 1.7952 3.5684 -0.9153 -0.020 -0.019 -0.010 -0.01
C 1.1784 4.6253 -1.5355 -0.007 0.002 0.014 0.01
C 0.0058 5.1489 -0.9674 0.008 0.005 -0.011 -0.01
C -0.5409 4.5847 0.1543 0.020 0.019 0.005 0.02
C 0.0195 3.4282 0.7649 0.078 -0.017 0.040 -0.01
O -0.6245 2.8778 1.7375 0.010 -0.050 -0.052 0.06
H 4.0117 1.2054 1.3522 0.041 -0.012 0.032 0.00
H 3.9820 2.9072 0.8178 -0.001 0.004 0.018 0.00
H 3.6924 1.6092 -0.3352 0.008 0.011 0.003 0.00
H 4.7581 -0.0511 5.8186 0.077 0.021 -0.038 0.00
H 4.3949 0.8303 4.3349 -0.035 -0.008 -0.003 0.00
H 5.7509 0.1758 2.5508 -0.038 0.034 -0.063 0.00
H 7.1190 -1.4974 1.3583 0.003 0.002 -0.007 0.00
H 7.2489 -3.8185 2.2078 0.003 -0.002 -0.001 0.00
H 5.9564 -4.4611 4.2188 0.001 -0.011 0.005 0.00
H 4.5691 -2.7914 5.3829 -0.005 -0.007 0.003 0.00
H 2.7211 3.1914 -1.3297 -0.003 0.010 -0.004 0.00
H 1.6048 5.0657 -2.4260 0.002 0.000 -0.005 0.00
H -0.4733 6.0084 -1.4212 -0.003 0.005 0.002 0.00
H -1.4443 4.9798 0.6018 -0.003 0.007 0.002 0.00
C -4.7866 -0.7496 -5.9649 -0.015 0.011 -0.004 0.00
C -5.4328 0.2975 -5.0702 0.004 -0.025 -0.016 0.00
S -4.3325 1.6152 -4.6155 0.015 0.035 -0.018 0.00
O -5.0210 2.4695 -3.6802 -0.002 -0.004 -0.011 0.00
O -3.7594 2.1756 -5.8117 0.002 -0.002 0.023 0.00
C -3.0275 0.8021 -3.7111 -0.012 0.006 0.006 0.00
C -2.0792 1.8640 -3.1624 0.023 0.009 -0.020 0.00
N -1.3110 1.3305 -2.0410 -0.062 -0.105 -0.027 0.00
C -1.6535 1.4562 -0.7390 0.133 0.030 -0.015 0.00
N -0.7944 0.7819 0.0325 -0.078 -0.191 -0.060 0.01
C 0.1184 0.2052 -0.7941 0.156 0.121 0.087 0.01
C -0.1928 0.5223 -2.0741 0.114 0.221 -0.046 0.00
N 0.5218 0.1329 -3.2479 -0.316 -0.522 0.028 0.00
O 0.0060 0.3474 -4.3344 0.086 0.187 -0.019 0.00
O 1.5608 -0.4698 -3.0759 0.104 0.178 0.014 0.00
C -2.8072 2.2769 -0.2900 -0.033 -0.051 0.000 0.00
H -5.5533 -1.3997 -6.3837 -0.006 -0.009 0.016 0.00
H -4.0870 -1.3765 -5.4125 0.014 0.002 -0.002 0.00
H -4.2556 -0.2744 -6.7885 -0.003 0.003 -0.004 0.00
H -5.8287 -0.1080 -4.1387 -0.014 -0.013 -0.007 0.00
H -6.2411 0.8268 -5.5789 -0.003 0.007 0.005 0.00
H -2.5102 0.1155 -4.3786 0.007 -0.013 0.014 0.00
H -3.5046 0.2572 -2.8941 -0.009 -0.009 0.020 0.00
H -2.6474 2.7124 -2.7926 0.020 0.009 -0.008 0.00
H -1.3958 2.2088 -3.9302 -0.008 0.003 -0.001 0.00
H 0.9399 -0.3953 -0.4440 -0.008 0.111 -0.018 0.00
H -2.9241 3.1497 -0.9280 -0.021 -0.002 0.020 0.00
H -2.6235 2.6273 0.7201 -0.008 -0.041 0.094 0.00
H -3.7375 1.7050 -0.3222 0.012 -0.034 -0.005 0.00
F -2.8117 2.0221 3.0284 -0.004 -0.072 -0.038 -0.01
C -2.3740 0.8159 2.5473 -0.083 0.163 -0.006 -0.08
F -2.6832 -0.0925 3.5547 -0.022 -0.024 0.047 0.00
H -3.0244 0.5416 1.7117 -0.025 0.054 -0.034 0.00
Ge -0.7445 -1.5417 1.9388 -0.152 0.002 0.184 -0.02
C 0.7826 -2.3552 1.0412 0.037 0.097 -0.004 -0.01
C 1.9999 -2.4665 1.7122 -0.011 -0.010 -0.006 -0.01
C 3.0854 -3.0864 1.1102 0.016 0.016 0.023 0.00
C 2.9674 -3.6068 -0.1699 0.005 0.005 -0.014 0.00
C 1.7572 -3.5187 -0.8438 -0.015 0.008 0.014 0.00
C 0.6734 -2.8958 -0.2416 0.056 -0.116 0.023 0.00
C -2.4159 -1.8921 0.9686 -0.032 -0.022 -0.038 -0.01
C -3.4981 -2.3221 1.7372 0.002 -0.004 0.005 0.00
C -4.7219 -2.6242 1.1552 -0.002 -0.009 0.014 0.00
C -4.8845 -2.5142 -0.2161 -0.009 -0.003 -0.013 0.00
C -3.8152 -2.1042 -1.0000 0.017 0.023 -0.012 0.00
C -2.5975 -1.7873 -0.4136 -0.043 -0.031 0.048 0.00
H -0.8932 -2.2387 3.2928 -0.079 -0.009 -0.039 0.00
H 2.1139 -2.0760 2.7156 -0.004 -0.032 0.000 0.00
H 4.0212 -3.1588 1.6476 0.052 0.000 0.016 0.00
H 3.8162 -4.0856 -0.6411 0.005 -0.005 0.000 0.00
H 1.6560 -3.9326 -1.8388 0.003 0.004 -0.007 0.00
H -0.2658 -2.8472 -0.7771 0.034 -0.034 0.007 0.00
H -3.3902 -2.4069 2.8114 0.000 -0.006 -0.003 0.00
H -5.5472 -2.9478 1.7760 -0.003 0.001 0.006 0.00
H -5.8353 -2.7558 -0.6735 -0.002 -0.001 -0.004 0.00
H -3.9269 -2.0476 -2.0768 0.009 0.010 -0.014 0.00
H -1.7806 -1.4820 -1.0549 -0.028 0.066 -0.012 0.00
```
Positions in Å, forces in eV/Å.

Properties
Expectation value of S²: 0.79
Multiplicity: 2
Energy relative to the best compared isomer or geometry (same formula, charge and spin) in kJ/mol: 149.5
HOMO (spin up / spin down) in eV: -7.74 / -7.83
Frontier orbital gap (spin up / spin down) in eV: 6.878 / 6.813

---

(2)
Computed, not measured: the ion C3H10N2S with charge +1, with wB97M-V/def2-TZVPD.

XYZ file:
```
16
Properties=species:S:1:pos:R:3:forces:R:3:nbo_charge:R:1
C -0.3703 0.4025 -0.1894 0.230 1.096 0.833 -0.25
C -1.2002 1.3470 0.7459 0.174 -0.187 -1.209 -0.58
S -1.1035 3.0667 0.1927 -0.384 -0.727 0.421 0.64
N 0.1138 -0.6708 0.6533 0.411 -0.518 -1.949 -0.56
C 1.2467 -1.3650 -0.0027 1.155 -0.141 1.530 -0.06
N 1.0347 -1.9074 -1.3267 -1.016 0.260 0.276 -0.85
H 0.5020 0.9620 -0.5412 0.094 -0.141 -0.029 0.21
H -0.9651 0.1512 -1.0708 -0.102 -0.203 0.082 0.21
H -2.2303 0.9833 0.6640 -0.184 0.410 0.475 0.29
H -0.8436 1.3300 1.7789 -0.078 -0.082 0.135 0.30
H -1.8060 3.6021 1.2281 0.213 -0.001 -0.176 0.17
H -0.5606 -1.4217 0.7331 -0.635 0.206 0.311 0.38
H 1.4560 -2.1760 0.7044 0.003 -0.202 -0.396 0.20
H 2.1612 -0.7567 0.0744 -0.390 0.493 -0.103 0.17
H 1.9003 -2.3126 -1.6462 -0.009 -0.044 -0.341 0.39
H 0.6650 -1.2347 -1.9978 0.520 -0.218 0.139 0.36
```
Positions in Å, forces in eV/Å.

Properties
Expectation value of S²: 0.75
Multiplicity: 2
Total charge: +1
Energy relative to the best compared isomer or geometry (same formula, charge and spin) in kJ/mol: 221.6
HOMO (spin up / spin down) in eV: -12.71 / -12.70
Frontier orbital gap (spin up / spin down) in eV: 8.755 / 3.536

---

(3)
Computed, not measured: an isolated molecule of C7H12N2O3, with wB97M-V/def2-TZVPD.

XYZ file:
```
24
Properties=species:S:1:pos:R:3:forces:R:3:nbo_charge:R:1
C -0.1119 -3.1659 0.7115 4.461 -0.145 -0.454 -0.67
C -0.0502 -2.0271 1.5827 2.729 5.288 1.488 -0.06
O 0.0680 -0.8341 0.6225 -8.255 0.631 3.915 -0.53
C 0.8492 -0.6475 -0.2818 7.814 0.572 -1.395 0.78
O 1.9131 -1.2197 -0.0810 2.175 -0.511 -2.646 -0.66
C 0.8167 0.5911 -1.2019 -1.369 3.364 1.772 -0.15
C 1.2586 1.9938 -0.4914 -1.852 0.661 -0.851 -0.39
C 0.0124 2.1981 0.4334 -1.267 -2.520 3.882 -0.46
C -1.2890 1.9250 -0.3847 2.061 -0.535 0.461 -0.27
N -0.5262 1.0325 -1.5108 -4.317 0.188 1.501 -0.27
N -1.2174 -0.0413 -2.0081 4.026 0.122 -0.198 0.25
O -2.3600 0.0761 -2.0589 -4.559 0.329 -0.069 -0.33
H 0.9527 -3.1980 0.0845 -3.324 0.151 1.255 0.28
H -1.0046 -3.3794 0.3031 -2.861 -0.210 -2.369 0.22
H -0.0053 -3.8951 1.4129 0.551 -3.024 1.789 0.22
H -0.7733 -1.4303 2.2661 0.284 -2.423 -1.112 0.24
H 0.9474 -2.0534 2.2093 -1.765 0.136 -1.365 0.21
H 1.1590 0.6555 -2.1924 1.866 -1.501 -0.866 0.26
H 1.2520 2.8416 -1.2550 -0.168 -1.372 0.362 0.21
H 2.2421 2.0869 -0.0852 0.417 -0.630 0.842 0.23
H -0.0740 1.0349 1.0046 0.832 4.171 -0.479 0.23
H -0.1488 3.1209 1.2770 0.942 -2.607 -2.615 0.24
H -2.1230 1.4934 0.2569 1.410 -0.785 -1.033 0.22
H -1.7874 2.8419 -0.6131 0.170 0.649 -1.814 0.21
```
Positions in Å, forces in eV/Å.

Properties
Structure (SMILES): CCOC(=O)[C@@H]1CCCN1N=O
Energy relative to the best compared isomer or geometry (same formula, charge and spin) in kJ/mol: 812.7
HOMO in eV: -9.10
Frontier orbital gap in eV: 9.897

---

(4)
Computed, not measured: a structure of composition C33H40Cl2GeN3O6Tl, with wB97M-V/def2-TZVPD.

XYZ file:
```
86
Properties=species:S:1:pos:R:3:forces:R:3:mulliken_spin:R:1
Tl -0.0675 0.3273 0.3442 0.157 0.071 0.075 -0.01
C 3.3473 -0.4901 -2.8580 0.024 -0.057 0.037 0.00
C 3.5000 -1.5304 -1.7401 0.009 0.105 -0.125 0.00
C 2.8206 -2.8351 -2.1632 0.008 0.052 0.037 0.00
C 4.9890 -1.7991 -1.4867 -0.055 -0.002 0.033 0.00
O 2.8401 -1.0803 -0.5937 0.015 -0.093 0.259 0.00
Ge 3.4809 0.2276 0.6225 0.019 0.024 -0.060 0.00
O 2.1347 -0.2223 1.8485 0.015 -0.039 -0.027 0.00
C 2.1638 -1.3114 2.7460 -0.091 -0.020 -0.008 0.00
C 1.5366 -2.5407 2.0793 0.030 0.017 0.048 0.00
C 1.3294 -0.9004 3.9599 -0.005 -0.047 -0.044 0.00
C 3.5864 -1.6480 3.1963 0.012 0.045 -0.002 0.00
O 2.3086 1.5505 -0.0177 -0.065 -0.077 -0.145 0.00
C 2.5545 2.8937 -0.3582 0.022 0.096 0.069 0.00
C 2.0413 3.7954 0.7651 0.009 -0.034 0.011 0.00
C 4.0421 3.1628 -0.5934 0.013 -0.049 -0.009 0.00
C 1.7819 3.1796 -1.6500 0.031 -0.011 0.077 0.00
H 3.7867 -0.8292 -3.7994 0.030 -0.034 -0.043 0.00
H 3.8290 0.4434 -2.5640 0.013 0.046 0.015 0.00
H 2.2870 -0.2864 -3.0116 -0.051 0.014 0.004 0.00
H 3.2713 -3.2476 -3.0685 0.028 -0.025 -0.064 0.00
H 1.7619 -2.6499 -2.3410 -0.074 0.020 -0.009 0.00
H 2.9081 -3.5678 -1.3595 0.019 -0.032 0.033 0.00
H 5.4663 -2.2309 -2.3690 0.014 -0.019 -0.058 0.00
H 5.0989 -2.4961 -0.6536 0.003 -0.020 0.024 0.00
H 5.5103 -0.8792 -1.2231 0.020 0.034 0.008 0.00
H 0.5311 -2.2929 1.7355 -0.027 -0.008 0.036 0.00
H 1.4672 -3.3787 2.7783 -0.005 -0.020 0.033 0.00
H 2.1221 -2.8364 1.2111 0.054 0.005 -0.082 0.00
H 0.2857 -0.7760 3.6711 -0.020 0.036 -0.029 0.00
H 1.6843 0.0549 4.3427 0.050 0.046 0.036 0.00
H 1.3858 -1.6505 4.7525 -0.010 -0.040 0.023 0.00
H 4.2002 -1.9817 2.3577 -0.005 -0.014 -0.042 0.00
H 3.5642 -2.4429 3.9444 0.010 -0.036 0.031 0.00
H 4.0628 -0.7686 3.6318 0.007 0.026 0.024 0.00
H 2.6195 3.6224 1.6744 0.049 -0.003 0.008 0.00
H 1.0057 3.5581 1.0073 -0.037 -0.007 -0.027 0.00
H 2.1224 4.8512 0.4917 0.010 0.034 -0.001 0.00
H 4.6192 2.9578 0.3088 -0.001 0.009 0.011 0.00
H 4.1963 4.2058 -0.8756 0.009 0.056 -0.025 0.00
H 4.4292 2.5245 -1.3914 0.008 -0.010 -0.021 0.00
H 0.7160 3.0320 -1.4775 -0.101 -0.027 0.008 0.00
H 2.1027 2.4875 -2.4301 0.024 -0.032 -0.046 0.00
H 1.9406 4.2041 -1.9948 0.007 0.044 0.001 0.00
Cl -5.0608 3.6813 0.4107 -0.048 0.026 0.019 0.05
C -4.3548 3.3192 -1.0966 0.177 -0.135 0.024 0.27
C -4.8817 3.8377 -2.2642 -0.062 0.051 0.025 -0.12
C -4.3063 3.5452 -3.4839 0.023 -0.020 -0.018 0.30
Cl -5.0168 4.2193 -4.9073 -0.009 0.007 0.026 0.04
C -3.1502 2.7094 -3.6071 0.025 -0.001 -0.022 -0.05
C -2.5298 2.3905 -4.8262 0.044 -0.039 0.033 0.07
C -1.4229 1.5773 -4.8142 -0.061 0.047 -0.052 -0.04
C -0.9473 1.0960 -3.5897 0.009 0.021 0.052 0.05
N -1.5136 1.3882 -2.4372 -0.013 0.030 -0.029 -0.03
C -2.5891 2.1716 -2.4347 -0.013 -0.023 0.140 0.08
C -3.1830 2.4434 -1.0924 0.245 -0.189 0.393 0.07
O -2.7176 1.9605 -0.0650 -0.472 0.321 -0.580 0.28
H -5.7511 4.4790 -2.2229 0.002 -0.004 0.005 0.00
H -2.9244 2.7841 -5.7533 0.005 -0.005 0.016 0.01
H -0.9193 1.3105 -5.7330 0.008 -0.004 -0.006 0.00
H -0.0795 0.4510 -3.5392 0.046 -0.052 -0.006 0.01
O -1.4191 2.8291 4.0450 -0.079 0.095 0.130 0.00
C -1.2920 2.0252 3.1134 -0.184 0.014 0.165 0.00
O -0.5417 2.0921 2.1174 0.227 -0.135 -0.292 0.00
C -2.2107 0.7831 3.2096 0.060 0.134 -0.013 0.00
C -3.2941 0.8032 4.1309 -0.009 0.026 0.023 0.00
C -4.1162 -0.2734 4.2179 0.029 -0.036 -0.039 0.00
C -3.8693 -1.4055 3.3974 -0.053 0.057 0.043 0.00
C -4.6600 -2.5760 3.4243 0.006 -0.027 -0.009 0.00
C -4.3600 -3.6365 2.6154 -0.006 0.016 0.020 0.00
C -3.2539 -3.5664 1.7415 -0.009 -0.019 -0.007 0.00
C -2.4764 -2.4441 1.6916 -0.030 -0.048 -0.008 0.00
C -2.7676 -1.3368 2.5221 -0.022 -0.083 0.008 0.00
N -1.9642 -0.2436 2.4468 0.058 -0.048 -0.067 0.00
H -3.4109 1.6916 4.7340 -0.001 0.007 0.008 0.00
H -4.9539 -0.2904 4.9054 -0.034 0.000 0.025 0.00
H -5.5040 -2.6201 4.1026 -0.025 -0.004 0.014 0.00
H -4.9652 -4.5333 2.6456 -0.015 -0.018 0.001 0.00
H -3.0184 -4.4166 1.1134 0.008 -0.027 -0.011 0.00
H -1.6257 -2.3697 1.0270 0.010 0.006 -0.031 0.00
C -1.8887 -4.5074 -2.1726 -0.056 -0.084 0.023 0.00
C -1.4056 -3.1396 -2.2711 0.049 -0.121 0.120 0.00
N -0.9902 -2.0733 -2.3162 0.016 0.270 -0.209 0.00
H -2.7148 -4.5555 -1.4651 -0.007 -0.007 0.003 0.00
H -1.0820 -5.1501 -1.8240 -0.008 -0.015 0.002 0.00
H -2.2305 -4.8561 -3.1454 0.000 -0.011 0.007 0.00
```
Positions in Å, forces in eV/Å.

Properties
Expectation value of S²: 0.80
Multiplicity: 2
Total charge: -1
Energy relative to the best compared isomer or geometry (same formula, charge and spin) in kJ/mol: 25.4
HOMO (spin up / spin down) in eV: -3.94 / -3.94
Frontier orbital gap (spin up / spin down) in eV: 5.722 / 3.733

---

(5)
Computed, not measured: a cluster of 2 separate species, C4H5I in total, with wB97M-V/def2-TZVPD.

XYZ file:
```
10
Properties=species:S:1:pos:R:3:forces:R:3:lowdin_charge:R:1
C -0.9197 1.3938 0.1466 1.952 0.969 -0.141 -0.09
C -1.7071 0.2913 0.2790 -0.182 -1.779 0.333 -0.68
C -0.4856 0.2965 -0.5615 -2.191 2.781 1.803 -0.05
C 1.8580 -1.0578 0.2243 0.151 0.380 -0.263 0.11
I -3.8279 -0.1978 0.1758 0.336 0.297 -0.279 0.59
H -0.6779 2.4376 0.5297 -0.570 -1.564 -0.909 0.14
H 0.1409 0.0570 -1.3607 0.584 -0.572 -0.869 0.07
H 2.2481 -0.6575 -0.6393 1.100 0.954 -1.619 -0.03
H 1.0604 -1.6746 0.0731 -1.894 -1.718 0.148 -0.04
H 2.3107 -0.8885 1.1331 0.715 0.253 1.796 -0.02
```
Positions in Å, forces in eV/Å.

Properties
Energy relative to the best compared isomer or geometry (same formula, charge and spin) in kJ/mol: 534.5
HOMO (spin up / spin down) in eV: -8.92 / -6.62
Frontier orbital gap (spin up / spin down) in eV: 9.093 / 6.131

---

(6)
Computed, not measured: a structure of composition C2BrClFIO, with wB97M-V/def2-TZVPD.

XYZ file:
```
7
Properties=species:S:1:pos:R:3:forces:R:3:nbo_charge:R:1
C 0.9049 -0.4230 -0.0750 0.862 0.695 0.414 0.46
C -0.4558 0.3258 0.0858 1.052 1.670 0.047 0.03
O 2.0056 0.0018 -0.3140 -2.651 -1.058 0.368 -0.45
F -1.2673 -0.3034 0.9179 -0.633 -0.283 0.876 -0.34
Cl 0.4206 -2.0790 0.2859 1.383 -0.806 -0.417 -0.01
Br -0.1889 2.1112 0.8635 0.181 -0.382 -0.377 0.08
I -1.4191 0.3666 -1.7641 -0.194 0.165 -0.912 0.23
```
Positions in Å, forces in eV/Å.

Properties
Energy relative to the best compared isomer or geometry (same formula, charge and spin) in kJ/mol: 32.5
HOMO in eV: -10.32
Frontier orbital gap in eV: 9.697

---

no.,total energy (eV)
1,-188770.2972
2,-17078.8613
3,-16568.4323
4,-137884.0395
5,-12322.5300
6,-97503.5521